The following is a quantum chemistry calculation of a cluster of 2 separate species, ClFHOPS in total, from the OMol25 dataset.

Each line ends with the Mulliken charge.
Positions of all 6 atoms, in Å:
O1 1.2584 -0.3628 -1.0656  -0.53
F1 -0.4371 0.3957 0.6919  -0.42
P1 2.3666 0.0367 -0.1763  0.86
S1 3.0295 1.8549 0.1493  -0.23
Cl1 3.6888 -1.4168 0.2573  -0.11
H1 -0.3600 0.5103 -0.2804  0.43

Largest force on an atom = 2.52 eV/A
Gap between HOMO and LUMO = 8.643 eV
ΔE to the lowest compared entry with this formula, charge and spin = 45.8 kcal/mol
Total charge = 0
Electronic energy = -37428.6765 eV
SMILES = O=P(=S)Cl.F